Computed, not measured: a 13-piece molecular cluster, C32H61Cl20N3 overall at a distorted geometry, with wB97M-V/def2-TZVPD.

ORCA input file:
```
! wB97M-V def2-TZVPD RIJCOSX def2/J DEFGRID3
* xyz 0 1
H 2.13105 0.60099 5.08888
C -2.54366 -3.72594 1.90169
Cl -5.25863 -4.52015 -5.16611
Cl 0.27829 -3.96549 0.11309
Cl 5.20915 -0.95821 -5.30245
H -2.22694 -4.10918 4.03170
Cl 1.61519 -3.35090 -3.95208
C -1.45140 -0.55733 -0.31621
H -0.96207 1.42404 -0.65393
Cl 4.28687 2.44003 0.64509
Cl 3.36193 3.24901 5.26157
H 0.57543 4.56737 -0.46607
C 1.64399 5.93669 0.77092
H 2.50848 -3.51520 -1.81526
H -2.49973 -4.32356 0.99734
H -2.08046 3.73091 3.48648
C -1.95986 -0.40611 3.74714
C 1.28991 4.51682 0.35421
H -2.70932 4.62669 4.85922
H 0.57983 1.55722 -6.68454
H 2.38397 0.43826 -1.83287
H -3.13115 1.80932 -4.16831
H -2.06880 0.46023 5.68844
N -2.81721 -2.56394 6.34585
H 2.85865 -5.08742 1.97682
Cl -2.79596 -3.60092 -7.12900
H 1.78961 6.57358 -0.10025
H 0.53854 1.35921 -4.91418
H 1.22580 -0.54442 0.18213
H -2.51088 5.36184 3.21873
Cl 4.79954 -2.86167 2.14379
H 1.70123 -4.62138 3.12946
C -2.33587 -1.62388 5.89768
H 3.08424 -2.58753 3.71604
H 2.45245 2.85314 3.08336
C -3.16174 2.65984 -3.48933
H 2.19917 4.00618 0.04329
H -5.69405 3.77548 1.94257
H 6.77705 2.74991 -0.47895
C 5.15083 -2.24947 -2.94579
C -2.82094 4.48126 3.78544
H -0.62417 -0.54813 5.47116
H -4.77504 1.89762 -2.28577
H 3.73304 1.76261 3.50555
H -3.58681 -4.26961 -3.59612
C -1.06283 0.40005 -6.03242
H -1.55097 -1.29321 3.24450
H 1.39841 1.16121 0.30207
H -3.94729 -1.19056 3.73299
H 4.86102 0.41444 -0.33661
Cl -1.62561 -0.69529 -4.75300
H 2.47156 -2.48015 2.06074
Cl 1.56240 -0.46504 -5.96375
H -0.81275 -4.43860 3.05913
C -4.23403 4.03847 3.50158
Cl 2.99643 6.00609 1.89312
H 5.97568 0.80886 1.02174
H -1.28913 0.32384 3.28373
C 5.45322 1.18368 0.14777
C 2.75417 -4.47986 2.87547
C 2.84210 2.24572 3.89678
H -0.76408 0.88708 1.00496
C -3.91995 3.07840 1.16291
H -2.82287 3.55746 -3.99479
H -2.57015 -5.33835 -5.59268
H -4.45085 3.03788 3.88447
Cl 3.65106 -5.29535 4.19189
H 3.66144 -0.83113 -3.56182
H 0.78841 -0.19182 -2.38998
Cl 1.47329 0.09704 3.00051
C -2.56252 -4.25530 -5.48514
H 5.85840 2.01401 -1.78203
C -0.58238 0.61049 -0.03390
Cl -4.31041 -3.57633 2.11073
H -4.64582 3.67389 -2.34423
H 0.77496 6.34216 1.29195
N -3.39149 2.35233 0.44544
H -1.17308 -0.17375 -6.95013
H 0.84049 1.73754 4.61455
C 1.62441 -3.94486 -2.27846
H 6.20641 -2.45438 -3.12531
H 5.24981 -0.10278 -3.09760
H -3.46666 -0.29470 2.23421
C 0.40873 -3.38715 -1.56493
C -1.68782 -0.46328 5.25099
C 1.29825 0.53637 -1.75982
C 4.74482 -0.93094 -3.58519
H -4.52999 5.07593 1.67773
C 0.36443 0.86946 -5.86892
C -1.90039 -4.47569 3.05922
H -3.91759 0.58769 3.64374
H -3.76511 -2.76829 -4.47268
H -1.73093 1.25781 -6.06538
N -2.12970 -1.46305 -0.51147
C -3.41962 -0.33308 3.32307
C 0.90705 0.38715 -0.29376
C 3.12351 -3.03916 2.72535
C 1.76117 1.25390 4.29933
H -0.56209 -3.61952 -1.99472
H 0.46268 -2.30286 -1.49255
C -4.63973 4.04440 2.01282
C -3.71362 -3.84742 -4.58865
Cl 7.75441 0.69516 -1.22941
Cl 0.49018 3.68313 1.67427
H 4.64616 -3.10642 -3.38940
H -4.93552 4.71523 3.99478
Cl -2.38172 -6.19727 3.00205
H -2.05908 -2.77306 1.71983
Cl -5.71456 2.92333 -4.28681
C 6.40943 1.80293 -0.86767
H 1.63431 -5.03019 -2.25465
H -1.59267 -3.92053 -5.12594
Cl 4.81184 -2.13077 -1.20851
C -4.56299 2.75354 -2.91907
H 1.04748 1.53646 -2.11514
Cl -2.04173 2.34926 -2.11836
*
```

Its largest force on an atom is 1.42 eV/A. The value obtained for the HOMO-LUMO gap is 0.3750 Eh. The molar mass comes out at 1196.92 g/mol. Its HOMO energy is -10.3 eV.

Computed, not measured: a 11-piece molecular cluster, C32H61N3O16S4 overall at a distorted geometry, with wB97M-V/def2-TZVPD.

ORCA input file:
```
! wB97M-V def2-TZVPD RIJCOSX def2/J DEFGRID3
* xyz 1 2
C -5.24401 -2.38631 -2.35972
C -0.54733 2.68822 5.96436
H -2.66515 0.09251 -0.97431
H 3.99310 -4.26448 -0.83622
H 0.45679 1.38499 -6.16291
O -4.68213 -4.59193 -2.22378
C 4.83298 -3.69002 -0.44545
C 3.71871 3.45260 -2.84870
H 0.09949 -4.04187 1.85878
H 3.44752 3.28962 0.57044
H -6.46505 -3.99210 -3.13012
H -0.94234 1.93188 -0.55285
H 0.50101 -2.91027 -0.87129
S 3.88972 3.83681 -4.62141
H 4.28006 1.20162 -0.32966
H -4.97034 -3.71466 -3.99716
C 3.20605 -1.88911 -1.71531
S 3.52132 -0.12166 3.64390
N 1.77797 1.25626 -0.89125
H -0.33582 1.79595 6.55361
O 0.06444 -6.45234 -0.94941
H -6.28733 -2.10614 -2.21444
O 3.93711 1.31239 3.28265
H 5.79126 -4.20085 -0.35137
H 5.76397 -0.61739 4.72277
O 6.13687 2.11638 -0.29794
C -3.49423 3.52964 0.03135
C 4.42881 3.03840 0.97301
O -3.55807 -4.57136 -0.31568
S -0.33011 -5.11904 -0.32876
C 0.75745 1.32544 -0.33393
H 4.15966 6.05091 -3.54201
H -2.44332 1.59946 3.36851
H 5.67907 -1.25640 3.09378
C 0.16171 1.29648 -3.93233
H 1.33641 -5.18685 1.60523
H -2.75632 4.73242 -2.67967
H -3.04139 2.83076 4.59576
O -4.20417 2.75493 -0.72668
N -6.46121 -4.38091 4.36407
C 5.09649 -1.08500 3.99895
C 3.02688 -0.96315 2.05759
C -0.53361 1.48632 0.35408
C -2.38873 1.98300 4.38733
H -0.34940 -5.65561 2.06159
H -0.57324 2.12270 1.23814
C -4.20410 -4.03028 -1.17898
C -1.14414 0.07718 0.59581
O 2.62445 3.29914 -5.31491
H -3.44854 2.50946 -2.77159
C 0.39518 0.67025 -5.34227
C 3.54963 5.60153 -4.32559
H 3.76756 -1.50469 1.46918
H 3.93828 2.39053 -2.73958
H -3.23587 -3.52486 3.50299
H 2.36705 -1.73203 2.45953
H -0.22676 1.62738 4.11267
H -4.47661 -1.07362 2.14464
H 1.81901 -4.08395 -0.59469
H -4.68904 -1.66057 -2.95420
C -0.91483 2.36965 4.51726
C -4.05735 3.12961 -2.11368
H 2.80974 3.58826 -2.26263
O 5.41808 3.97013 0.61845
H 0.32473 3.33849 6.03346
H 0.11717 2.37494 -4.08415
C -4.53216 -1.85585 2.90170
H 0.74756 -4.18554 -2.12663
H -1.11170 -0.70835 -1.48666
C -1.56494 -0.04725 -4.55145
O -4.69255 -2.72778 -1.12391
O 7.34608 4.09658 -0.50230
H -4.74133 -1.37508 3.85733
H -5.45664 -3.34043 1.48588
O -3.09761 4.67057 -0.66932
H 2.96931 -0.89521 -2.09506
C 6.38841 3.44331 -0.05250
O -3.21959 3.35805 1.19415
C -6.12379 -3.65363 3.48930
H -2.28232 -1.52709 -0.53889
H 2.49737 5.70947 -4.06253
H 2.72802 -2.09533 -0.75768
C -3.57810 4.54488 -1.98859
H 2.56375 -0.27182 1.35355
H -4.39687 5.25493 -2.10499
S 5.03922 -2.20517 -1.55040
H -5.05832 3.26186 -2.52438
H 2.88548 -2.58948 -2.48655
H 4.81065 -2.05803 4.39847
H -6.52382 -2.10299 2.04454
C 0.27334 -5.02675 1.42533
N -3.08815 -0.03821 5.87941
O -1.08006 0.74504 -3.56943
O -2.66944 -0.61640 -4.51787
H -1.34231 3.25608 6.44771
H 4.53115 -3.26813 0.51319
H -0.45205 -0.69778 0.92525
C -3.14845 -2.60224 2.92920
O 5.51516 -1.06302 -0.58250
C -1.83066 -0.54569 -0.68372
H -2.33652 -1.98961 3.32106
H -0.79454 3.29668 3.95668
H 4.38756 4.08945 -2.26977
H -1.78862 0.12672 1.47348
H 3.66818 6.15519 -5.25700
H -2.77865 -2.91318 1.95213
C 4.95798 1.71299 0.35373
C -2.81299 0.87114 5.22438
H 1.30908 0.07637 -5.32883
H 0.89509 1.03606 -3.16915
O -0.71213 -0.18978 -5.53988
H 5.20611 1.07841 1.20450
C -5.40612 -3.76908 -2.99954
H 4.24105 3.00940 2.04632
C -5.71923 -2.76169 2.37144
C 0.85389 -3.92135 -1.07448
*
```

Its largest force on an atom is 4.47 eV/A. The value obtained for the HOMO-LUMO gap (spin up / spin down) is 0.2802 / 0.1018 Eh. The molar mass comes out at 872.11 g/mol. Its expectation value of S² is 0.757. Its HOMO energy (spin up / spin down) is -11.2 / -11.2 eV.